ORCA calculation (ωB97M-V/def2-TZVPD) on an isolated ion of composition C2H5N2Si and charge +1 at a distorted geometry.

Atoms and positions in Å:
C 0.32 -0.18 -0.53
C 0.06 -0.21 1.89
N -0.30 -0.20 0.59
N -0.11 -1.05 2.80
Si -0.55 0.12 -2.16
H 1.48 -0.37 -0.74
H 0.30 0.88 2.28
H -0.09 -0.89 3.78
H 0.58 -0.02 -3.13
H -1.99 -0.18 -2.13

strongest force on any atom	5.27	eV Å⁻¹
total charge	+1
LUMO (alpha / beta)	-0.2896 / -0.2895	hartree


ORCA calculation (ωB97M-V/def2-TZVPD) on a 3-piece molecular cluster, C2H9NO4 overall at a distorted geometry.

Atoms and positions in Å:
C -0.31 -0.12 -1.88
N -1.38 0.31 -1.00
C -1.10 1.26 0.01
O -0.02 1.08 0.81
O -1.84 2.20 0.34
H -0.55 -1.13 -2.26
H 0.72 -0.23 -1.41
H -0.22 0.62 -2.73
H -2.33 0.40 -1.29
H -0.43 1.05 1.70
H -0.17 -2.27 1.98
H -0.03 -0.87 1.33
O -0.72 -1.55 1.51
H 3.36 -0.73 0.74
H 2.06 -0.09 1.12
O 2.98 0.07 1.03

strongest force on any atom	3.79	eV Å⁻¹
SMILES	CNC(=O)O.O.O
LUMO	0.0097	hartree